(1)
Below is C36H55N12PRhSb as an isolated structure, with properties calculated with ωB97M-V with the def2-TZVPD basis set.

The geometry in XYZ format:
```
106
Properties=species:S:1:pos:R:3
Rh -0.68473 -3.01261 -0.31839
C 4.31084 -5.28404 -0.62261
N 3.32285 -4.50594 0.12354
C 3.59799 -4.15249 1.51075
C 2.13285 -4.14817 -0.39782
N 1.27055 -3.38657 0.19644
N 1.86693 -4.66213 -1.66108
C 0.80625 -4.41620 -2.50486
N 0.90820 -5.05680 -3.69193
N -0.21101 -3.67497 -2.18861
H 5.24782 -5.26852 -0.07614
H 4.50803 -4.84208 -1.60052
H 4.01289 -6.33020 -0.73332
H 4.52482 -4.62569 1.81685
H 2.80206 -4.50891 2.16717
H 3.71090 -3.07229 1.63475
H 1.59418 -3.00405 1.07437
H 2.52204 -5.34934 -1.99328
H 1.73793 -5.55051 -3.97048
H 0.19682 -4.94975 -4.39262
H -0.88544 -3.67119 -2.94051
C -5.34242 -2.85134 -2.79448
N -5.34351 -3.58459 -1.44321
C -5.94272 -2.63478 -0.39208
N -5.22751 -1.40816 -0.36042
C -5.24731 -0.76991 -1.67355
N -4.64328 -1.61887 -2.69767
C -3.19869 -1.78313 -2.50978
P -2.77060 -2.59082 -0.89760
C -3.95685 -4.02173 -1.06217
C -3.86921 -1.55122 0.17231
H -6.38895 -2.68528 -3.04976
H -4.88659 -3.52163 -3.52216
H -5.94739 -4.40613 -1.51862
H -5.90077 -3.15241 0.56483
H -6.98009 -2.47531 -0.68636
H -4.70485 0.17244 -1.62354
H -6.28080 -0.56118 -1.95225
H -2.71449 -0.80641 -2.55334
H -2.80194 -2.36682 -3.34468
H -4.00629 -4.55189 -0.10977
H -3.60615 -4.72106 -1.82257
H -3.42041 -0.56182 0.27893
H -3.91696 -1.99652 1.16598
C -5.10627 -4.26366 3.19105
C -4.36187 -3.62298 4.35908
C -4.47138 -2.10160 4.35283
C -2.91048 -4.08724 4.47575
N -1.98701 -3.45593 3.51351
C -0.81394 -2.86520 3.75703
N -0.27267 -2.49785 2.61829
N -1.14697 -2.89493 1.68107
N -2.18224 -3.46613 2.19915
H -6.16382 -4.00165 3.23455
H -5.03140 -5.35157 3.21774
H -4.69659 -3.92100 2.23779
H -4.82660 -3.98610 5.28002
H -4.05967 -1.67237 3.43444
H -3.94490 -1.65659 5.19912
H -5.51475 -1.79636 4.41979
H -2.81914 -5.16627 4.35374
H -2.51579 -3.82208 5.45584
H -0.39634 -2.72383 4.73953
C 4.03263 3.65451 2.25572
C 5.01544 4.17577 1.25347
C 6.30871 4.48071 1.65027
C 7.25146 4.96220 0.74895
C 6.93573 5.17171 -0.59681
C 5.66183 4.90611 -1.03157
C 4.69857 4.44640 -0.09907
Sb 2.82759 4.37593 -0.87904
C 1.02991 4.14849 0.10541
C 0.36426 5.38541 0.03416
C -0.70084 5.61823 0.88476
C -1.09870 4.61164 1.75408
C -0.46466 3.37366 1.75896
C 0.60414 3.08704 0.91730
C 1.20008 1.70503 0.92997
C 2.67579 5.46207 -2.63243
C 2.26179 4.78075 -3.78464
C 2.20911 5.46973 -4.97924
C 2.55156 6.81888 -5.00569
C 2.94082 7.47952 -3.85058
C 3.02516 6.81862 -2.62740
C 3.43707 7.58288 -1.39912
H 3.71485 4.45427 2.92839
H 4.49516 2.88294 2.87017
H 3.14566 3.22384 1.79483
H 6.59050 4.32709 2.68436
H 8.25587 5.16776 1.09704
H 7.68571 5.53258 -1.28682
H 5.39755 5.06595 -2.07060
H 0.67668 6.16202 -0.65720
H -1.20965 6.57201 0.86683
H -1.92593 4.78643 2.42953
H -0.81582 2.60205 2.43319
H 1.35814 1.38692 1.96182
H 2.15945 1.63686 0.40971
H 0.51014 0.96561 0.50163
H 1.99428 3.73087 -3.75770
H 1.90329 4.96422 -5.88444
H 2.50556 7.36495 -5.93857
H 3.18123 8.53492 -3.89175
H 2.83131 8.48267 -1.28908
H 4.47890 7.90034 -1.46139
H 3.32650 7.01468 -0.46748
```

Output
**Spin multiplicity**: 1
**Lowest unoccupied orbital energy**: -12.29 eV
**Net charge**: +4
**Energy above the lowest of the compared OMol25 structures with the same formula, charge and spin**: 0.0 kcal per mole
**HOMO level**: -15.6 eV
**Total energy**: -2752.677323 hartree

(2)
Below is a 4-piece molecular cluster, H8O4 overall, with properties calculated with ωB97M-V with the def2-TZVPD basis set.

The geometry in XYZ format:
```
12
Properties=species:S:1:pos:R:3
O -1.19424 -0.09569 1.49933
H -1.04643 -0.69953 0.76277
H -2.12019 0.15753 1.41278
O 3.76638 -1.20280 0.05604
H 3.42246 -0.41174 0.48607
H 4.41004 -0.86473 -0.57673
O -0.47613 2.81684 -0.42074
H -0.27846 2.91161 -1.35932
H 0.33338 3.09997 0.01916
O -2.37947 -2.27924 -0.68791
H -2.76814 -1.64433 -0.07569
H -1.66919 -1.78788 -1.11576
```

Output
**Spin multiplicity**: 1
**Lowest unoccupied orbital energy**: 0.32 eV
**Structure (SMILES)**: O.O.O.O
**Energy above the lowest of the compared OMol25 structures with the same formula, charge and spin**: 29.5 kcal per mole
**HOMO level**: -11.5 eV
**Total energy**: -305.732248 hartree

(3)
Below is a 2-piece molecular cluster, C6H10N2O overall at a distorted geometry, with properties calculated with ωB97M-V with the def2-TZVPD basis set.

The geometry in XYZ format:
```
19
Properties=species:S:1:pos:R:3
O 1.35910 1.50738 -0.10679
C 0.94572 0.67482 -0.87353
C 0.04381 0.99896 -2.04209
C -0.20440 -0.16756 -2.73157
N 0.34832 -1.19809 -2.04435
N 0.97410 -0.70921 -0.95026
H -0.10433 2.02057 -2.43716
H -0.68136 -0.32055 -3.68726
H -0.09527 -2.07629 -2.04028
H 1.21268 -1.24736 -0.14350
C 0.54708 -0.93690 2.06925
C 0.02903 0.26283 2.02609
C -1.38200 0.67317 1.78544
H -0.12969 -1.79115 1.99105
H 1.65022 -1.15579 2.19140
H 0.70507 1.00087 1.74036
H -1.51458 1.59298 2.30931
H -1.47392 0.91876 0.80827
H -2.22958 -0.04744 2.13561
```

Output
**Spin multiplicity**: 1
**Lowest unoccupied orbital energy**: 0.68 eV
**Structure (SMILES)**: O=c1cc[nH][nH]1.C=CC
**Energy above the lowest of the compared OMol25 structures with the same formula, charge and spin**: 69.8 kcal per mole
**HOMO level**: -8.4 eV
**Total energy**: -419.275224 hartree

(4)
Below is C4H5N5S as an isolated structure at a distorted geometry, with properties calculated with ωB97M-V with the def2-TZVPD basis set.

The geometry in XYZ format:
```
15
Properties=species:S:1:pos:R:3
C -1.03056 0.43862 1.20696
C -1.36305 -0.18257 -1.47277
C 0.07294 0.08979 2.89928
C 1.15707 0.01062 -2.67824
N -1.92773 1.07168 0.40499
N -1.92443 0.56247 -0.73216
N -0.89151 0.87768 2.50597
N -0.23855 -0.55254 0.78643
N 0.48006 -0.75175 1.90524
S -0.39582 -0.92618 -2.63715
H 0.66137 0.18924 3.71915
H 0.93820 0.75181 -3.38165
H 2.10901 -0.43473 -2.93636
H 1.25668 0.43741 -1.67590
H 1.09631 -1.58156 2.08621
```

Output
**Spin multiplicity**: 1
**Lowest unoccupied orbital energy**: 0.39 eV
**Energy above the lowest of the compared OMol25 structures with the same formula, charge and spin**: 32.4 kcal per mole
**HOMO level**: -8.0 eV
**Total energy**: -827.257630 hartree

One value per record, in order, for Kohn-Sham gap: 3.3; 11.8; 9.1; 8.4 eV.